The following is a quantum chemistry calculation of 2 unconnected molecules or ions with the total composition C3H9NO2S, from the Open Molecules 2025 dataset.

XYZ file:
```
16
Properties=species:S:1:pos:R:3
C -0.018 -1.380 -1.368
S 1.327 -0.318 -1.651
O 2.662 -0.669 -2.091
O 1.501 0.819 -0.645
H 0.254 -2.290 -1.990
H 0.024 -1.710 -0.255
H 0.941 0.366 -2.664
H 0.664 1.004 -0.041
C -1.650 0.335 0.290
N -0.566 0.779 0.720
C -0.265 0.796 2.120
H -1.872 0.106 -0.763
H -2.514 0.092 0.905
H 0.008 1.668 2.693
H -1.130 0.299 2.577
H 0.635 0.101 2.164
```

Output
- Kohn-Sham gap: 9.0 eV
- SMILES string: C=[S@H](=O)O.C=NC
- E: -19672.4917 eV
- Max |F|: 2.916 eV/A
- E_HOMO: -8.450 eV
- Multiplicity: 1

---

The following is a quantum chemistry calculation of 2 unconnected molecules or ions with the total composition C3H9NO2S, from the Open Molecules 2025 dataset.

XYZ file:
```
16
Properties=species:S:1:pos:R:3
C 1.734 0.058 -0.248
C 0.912 1.243 0.314
C -1.665 -1.353 -0.459
N -1.041 0.708 -0.549
O -2.519 -1.293 0.669
O -0.359 0.727 0.686
S -2.507 1.586 -0.360
H 1.393 -0.232 -1.221
H 2.808 0.477 -0.549
H 1.908 -0.828 0.536
H 0.803 2.027 -0.472
H 1.494 1.672 1.055
H -2.147 -1.274 -1.352
H -0.786 -1.970 -0.602
H -2.074 -1.689 1.381
H -3.123 0.714 0.409
```

Output
- Kohn-Sham gap (spin up / spin down): 9.0 / 9.0 eV
- E: -19671.6832 eV
- Max |F|: 4.383 eV/A
- E_HOMO (spin up / spin down): -8.534 / -8.533 eV
- Multiplicity: 1

---

The following is a quantum chemistry calculation of 2 unconnected molecules or ions with the total composition C3H9NO2S, from the Open Molecules 2025 dataset.

XYZ file:
```
16
Properties=species:S:1:pos:R:3
C 1.071 -1.590 -0.534
C 0.843 0.444 0.941
C 0.773 -1.015 0.618
N 0.739 1.139 -0.339
O -2.262 0.687 0.915
O -1.664 0.513 -1.620
S -1.893 -0.270 -0.136
H 1.301 -2.610 -0.592
H -1.196 1.340 -1.338
H 0.956 -1.038 -1.431
H 0.137 0.829 1.718
H 1.714 0.566 1.537
H 0.750 -1.657 1.540
H 0.327 2.018 -0.292
H 1.710 1.303 -0.631
H -3.305 -0.659 -0.355
```

Output
- Kohn-Sham gap: 9.4 eV
- E: -19673.9368 eV
- Max |F|: 3.360 eV/A
- E_HOMO: -8.785 eV
- Multiplicity: 1

---

The following is a quantum chemistry calculation of 2 unconnected molecules or ions with the total composition C3H9NO2S, from the Open Molecules 2025 dataset.

XYZ file:
```
16
Properties=species:S:1:pos:R:3
O -1.947 0.900 -0.702
C -1.948 -0.363 0.083
N -1.167 -1.277 -0.691
C 0.249 -1.039 -0.307
C 0.955 0.105 -1.059
S 2.656 0.289 -0.518
H -3.000 -0.559 0.283
H -1.451 0.039 0.978
H 0.270 -0.765 0.792
H 0.916 -1.904 -0.397
H 0.869 0.144 -2.170
H 0.585 1.064 -0.684
H 1.687 0.654 1.206
H 1.720 1.536 2.530
H -1.536 0.147 -1.335
O 1.141 1.032 1.990
```

Output
- Kohn-Sham gap (spin up / spin down): 8.1 / 4.7 eV
- Net charge: +1
- E: -19662.2098 eV
- Max |F|: 4.750 eV/A
- E_HOMO (spin up / spin down): -14.324 / -14.411 eV
- Multiplicity: 2

---

The following is a quantum chemistry calculation of 2 unconnected molecules or ions with the total composition C3H9NO2S2, from the Open Molecules 2025 dataset.

XYZ file:
```
17
Properties=species:S:1:pos:R:3
S -0.543 2.772 -1.403
S 1.351 2.440 -0.073
C 0.894 0.778 0.438
C 0.896 -0.294 -0.625
C 0.976 -1.700 -0.051
N 0.073 -1.907 0.942
O 1.924 -2.437 -0.236
H -1.107 3.758 -0.699
H 1.646 0.471 1.171
H 0.034 0.810 1.116
H 1.839 -0.239 -1.172
H 0.263 -0.219 -1.509
H -0.763 -1.344 0.978
H 0.084 -2.804 1.387
H -2.783 -0.399 -0.732
H -2.153 0.583 0.261
O -2.631 -0.269 0.205
```

Output
- Kohn-Sham gap (spin up / spin down): 4.5 / 7.1 eV
- Net charge: -1
- E: -30513.4551 eV
- Max |F|: 2.255 eV/A
- E_HOMO (spin up / spin down): -1.086 / -3.778 eV
- Multiplicity: 2

---

The following is a quantum chemistry calculation of 3 unconnected molecules or ions with the total composition C3H9NO2S2, from the Open Molecules 2025 dataset.

XYZ file:
```
17
Properties=species:S:1:pos:R:3
N -0.110 -1.149 -1.749
C 0.013 0.213 -1.299
C -1.200 0.680 -0.524
O -1.993 -0.214 -0.058
C 0.248 0.611 0.186
S 2.964 0.198 -0.346
S 2.921 -1.196 1.123
H 0.790 -1.583 -1.633
H -0.989 -1.481 -1.360
H 0.544 0.791 -2.038
H -1.538 1.702 -0.724
H 0.920 1.445 0.335
H 0.391 -0.223 0.858
H 3.016 -2.298 0.402
H -2.034 0.420 1.572
H -2.213 0.997 3.035
O -1.730 1.086 2.221
```

Output
- Kohn-Sham gap: 4.9 eV
- E: -30507.3689 eV
- Max |F|: 3.938 eV/A
- E_HOMO: -8.252 eV
- Multiplicity: 1